Computed, not measured: a molecular structure, C16H17Br4O2SeSiY at a distorted geometry, with ωB97M-V with the def2-TZVPD basis set.

Structure (ORCA input):
```
! RIJCOSX wB97M-V def2-TZVPD def2/J DEFGRID3
* xyz 0 1
Y -0.13 1.12 -0.24
C 1.68 4.41 1.29
C 0.40 3.91 0.67
C 0.18 4.03 -0.71
C -1.03 3.64 -1.27
C -2.05 3.12 -0.47
C -1.84 2.99 0.91
C -0.61 3.37 1.46
H 1.56 5.45 1.57
H 2.51 4.34 0.59
H 1.93 3.84 2.18
H 0.95 4.45 -1.34
H -1.20 3.76 -2.33
H -3.00 2.85 -0.89
H -2.62 2.60 1.54
H -0.46 3.27 2.53
Br 3.38 -3.09 -4.16
C 2.91 -1.86 -2.81
C 3.66 -1.78 -1.64
Br 5.16 -2.89 -1.37
C 3.30 -0.86 -0.65
Br 4.26 -0.69 0.97
C 2.21 -0.02 -0.81
O 1.87 0.89 0.15
C 1.44 -0.10 -2.01
O 0.37 0.72 -2.19
C 1.81 -1.03 -2.98
Br 0.74 -1.09 -4.53
C -0.72 -3.45 2.44
Si -1.88 -2.89 1.12
C -3.65 -3.02 1.67
C -1.60 -3.75 -0.48
Se -1.48 -0.74 0.77
H -0.90 -4.48 2.77
H -0.82 -2.79 3.31
H 0.30 -3.38 2.08
H -3.96 -4.04 1.92
H -4.30 -2.64 0.88
H -3.79 -2.40 2.56
H -1.85 -4.82 -0.45
H -0.55 -3.67 -0.76
H -2.20 -3.29 -1.26
*
```

## Properties
LUMO energy, hartree: -0.02388
ΔE to the lowest compared entry with this formula, charge and spin, kcal/mol: 19.58
E_tot, Eh: -13795.856311
Orbital gap, eV: 7.14